1.
Computed, not measured: 2 unconnected molecules or ions with the total composition C8H9O2S2 at a distorted geometry, with ωB97M-V with the def2-TZVPD basis set.

* energy relative to the best compared isomer or geometry (same formula, charge and spin): 144.6 kJ/mol
* E_HOMO (spin up / spin down): -11.0 / -11.0 eV
* charge: +1
* E: -34195.7555 eV
* gap between HOMO and LUMO (spin up / spin down): 3.086 / 3.087 eV
* lowest unoccupied orbital energy (spin up / spin down): -0.289 / -0.289 Ha
* F_max: 4.006 eV/A

Last column: Mulliken charge in e.
CARTESIAN COORDINATES (ANGSTROEM)
S (0.21811, -2.40415, 2.01834)  0.628
S (-0.74231, -3.15113, -0.70269)  0.029
O (0.80421, -1.37685, 1.19743)  -0.331
O (-1.19085, -5.13338, 3.65782)  -0.390
C (1.08691, 6.14311, -0.31106)  -0.998
C (-1.47886, -4.67580, 1.26419)  0.717
C (2.25706, 5.39290, -2.35595)  -0.806
C (-0.76092, -3.44771, 1.04903)  0.023
C (-1.97738, -5.29632, 0.14642)  -0.571
C (-1.79807, -5.33121, 2.61921)  0.037
C (-1.63914, -4.60594, -1.02905)  -0.288
C (2.33881, 5.91724, -1.13204)  0.091
H (-2.42167, -6.28213, 0.01798)  0.393
H (0.18193, 6.14282, -0.96653)  0.273
H (0.97498, 7.04787, 0.20473)  0.350
H (1.11648, 5.27968, 0.24865)  0.250
H (-2.81772, -5.88609, 2.57470)  0.273
H (3.17138, 5.26610, -2.92968)  0.241
H (1.33266, 5.18813, -2.81755)  0.278
H (-1.99914, -4.86899, -1.95773)  0.481
H (3.34354, 6.08184, -0.79623)  0.322


2.
Computed, not measured: 2 unconnected molecules or ions with the total composition C5H3NO at a distorted geometry, with ωB97M-V with the def2-TZVPD basis set.

* energy relative to the best compared isomer or geometry (same formula, charge and spin): 251.5 kJ/mol
* E_HOMO: -10.0 eV
* charge: 0
* E: -8767.3997 eV
* gap between HOMO and LUMO: 10.041 eV
* lowest unoccupied orbital energy: 0.003 Ha
* F_max: 1.193 eV/A
* structure (SMILES): N#CC=C=O.C#C

Last column: Mulliken charge in e.
CARTESIAN COORDINATES (ANGSTROEM)
O (0.81472, -1.27229, 1.55134)  -0.297
N (-1.68551, 0.08705, -2.18051)  -0.406
C (-0.19002, -1.40280, -0.70682)  -0.477
C (-1.00315, -0.53483, -1.47798)  0.235
C (0.76287, 1.61204, 1.28254)  -0.366
C (0.31675, -1.22988, 0.50716)  0.628
C (0.04991, 1.87133, 0.34826)  -0.479
H (-0.58454, 2.09038, -0.48463)  0.442
H (0.01834, -2.39486, -1.09009)  0.330
H (1.39171, 1.34909, 2.10608)  0.391


3.
Computed, not measured: a molecular structure, C43H36N6O5PRuS3, with ωB97M-V with the def2-TZVPD basis set.

* E_HOMO (spin up / spin down): -7.8 / -8.0 eV
* charge: 0
* E: -108730.3575 eV
* gap between HOMO and LUMO (spin up / spin down): 7.592 / 6.774 eV
* lowest unoccupied orbital energy (spin up / spin down): -0.007 / -0.045 Ha
* 2S+1: 6
* F_max: 0.520 eV/A

Last column: Mulliken charge in e.
CARTESIAN COORDINATES (ANGSTROEM)
Ru (-0.09570, -0.04358, 0.56828)  0.891
S (3.05429, -2.31244, 0.92479)  1.076
S (-1.75782, -1.76074, 1.22969)  -0.554
S (-1.30064, 2.62538, 1.57333)  1.319
P (-1.42818, 1.39797, -1.38048)  2.999
O (-1.27951, 3.43494, 2.75715)  -0.726
O (2.97066, -2.52280, -0.49960)  -0.603
O (4.31057, -1.88326, 1.48370)  -0.742
O (-1.75641, 1.22611, 1.76354)  -0.646
O (-0.03965, 2.59044, 0.80589)  -0.557
N (1.51070, 0.43883, -1.05154)  2.138
N (0.88014, 0.17559, 2.63032)  0.475
N (-0.00878, -1.73900, -1.09687)  3.232
N (-2.39852, -3.99886, 0.00140)  -0.457
N (-0.79875, -2.85425, -1.09639)  -1.833
N (1.85123, -1.34678, 1.32812)  0.277
C (-3.34581, 4.29535, 0.85879)  -0.407
C (0.64289, -2.24976, -4.45382)  0.352
C (-1.59154, -2.90924, -0.06029)  0.505
C (-2.50489, 3.27051, 0.45834)  0.261
C (2.09429, -6.34778, 2.80484)  0.950
C (1.43197, -3.90764, -2.90192)  -0.170
C (3.60286, -4.47927, 2.50878)  -0.401
C (1.22253, -4.44190, -5.24141)  -0.639
C (1.46533, -4.48746, 1.39132)  0.076
C (3.69422, 0.73310, -2.69406)  -1.196
C (1.19720, 3.91890, -4.22819)  -0.759
C (2.32612, 1.48596, -0.90256)  -1.203
C (2.84512, -0.34722, -2.84828)  -0.850
C (1.56111, -4.81189, -3.94457)  -0.826
C (3.30126, -5.71427, 3.07128)  -0.828
C (3.43270, 1.67209, -1.70809)  -1.080
C (0.76227, -3.15866, -5.49689)  -1.069
C (1.79398, -0.80831, 2.58843)  0.635
C (-4.28803, -1.37780, -1.99708)  -0.613
C (-2.62596, 2.67208, -0.79952)  -0.544
C (1.03616, 2.56230, -4.46901)  -0.931
C (1.78055, -7.69855, 3.39206)  -1.518
C (2.68235, -3.87192, 1.67216)  -0.458
C (2.23981, -0.50536, 4.91300)  -0.452
C (-2.54058, 0.26750, -2.29938)  -0.128
C (0.22438, 1.80183, -3.64026)  0.306
C (0.96630, -2.62115, -3.15536)  -0.687
C (0.83031, -1.62865, -2.05717)  -0.350
C (-0.26972, 3.74515, -2.32728)  -0.952
C (0.62883, 0.81852, 3.78334)  -0.252
C (1.75543, -0.46668, -1.99930)  0.054
C (-3.30153, -1.07098, -4.16021)  -0.731
C (1.29108, 0.51948, 4.94608)  -1.068
C (0.54918, 4.50380, -3.15008)  -0.912
C (-4.33059, 4.74024, -0.01184)  -0.672
C (2.49928, -1.17798, 3.74556)  -0.931
C (1.18158, -5.71498, 1.95902)  -0.942
C (-2.47790, -0.07669, -3.64466)  0.063
C (-0.45478, 2.38461, -2.57061)  0.302
C (-3.62423, 3.12629, -1.65209)  -0.504
C (-4.20263, -1.72766, -3.33930)  -0.633
C (-3.46222, -0.39385, -1.48113)  -1.028
C (-4.47227, 4.15358, -1.25964)  -0.822
H (-2.91717, -4.18426, 0.83945)  0.241
H (2.06223, 2.18661, -0.12020)  0.478
H (1.55157, 2.08832, -5.29519)  0.486
H (0.73780, -7.76080, 3.70530)  0.361
H (-3.51883, -0.15344, -0.42506)  0.497
H (-4.83788, -2.50628, -3.74167)  0.389
H (4.01815, -6.19028, 3.73044)  0.343
H (1.32222, -5.15219, -6.05244)  0.381
H (2.77544, -0.77874, 5.81393)  0.419
H (-4.98970, -1.88176, -1.34463)  0.444
H (1.92929, -5.81004, -3.74375)  0.454
H (0.68064, 5.55798, -2.94297)  0.450
H (1.83208, 4.51508, -4.87106)  0.395
H (-2.25755, -4.72889, -0.67578)  0.254
H (4.56071, 0.83691, -3.33466)  0.493
H (0.28250, -1.24658, -4.65312)  0.499
H (1.94915, -8.48911, 2.65723)  0.300
H (-3.22062, 4.72418, 1.84372)  0.576
H (2.41000, -7.91002, 4.25591)  0.367
H (4.07316, 2.52911, -1.55490)  0.520
H (-4.99215, 5.54330, 0.28656)  0.404
H (3.23398, -1.96736, 3.71012)  0.328
H (4.54385, -3.98524, 2.71083)  0.534
H (0.75107, -4.00025, 0.73727)  0.291
H (-3.23087, -1.33030, -5.20890)  0.464
H (-0.12093, 1.59522, 3.75293)  0.226
H (-5.24468, 4.49869, -1.93507)  0.425
H (-0.75586, 4.21649, -1.48349)  0.392
H (0.49907, -2.86285, -6.50430)  0.459
H (0.15905, 0.73872, -3.81425)  -0.188
H (-3.74054, 2.67421, -2.63007)  0.481
H (3.03427, -1.11151, -3.58890)  0.689
H (-1.81255, 0.44019, -4.31971)  0.527
H (1.70681, -4.18062, -1.89184)  0.504
H (0.23105, -6.19337, 1.74890)  0.429
H (1.07384, 1.06862, 5.85028)  0.453